# 1
# C5H6O2

A 3-piece molecular cluster, C5H6O2 overall in a non-equilibrium geometry (ωB97M-V with the def2-TZVPD basis set, the Open Molecules 2025 dataset).

Last column: Löwdin charge in e.
Element x y z (Å)
O1 1.99 -1.79 0.66  -0.090
C1 -1.09 -1.33 1.17  0.020
C2 -1.22 -0.20 0.51  -0.119
C3 -1.35 0.89 -0.13  -0.139
C4 -1.47 2.02 -0.79  0.006
C5 1.68 0.74 -1.23  0.066
O2 1.64 1.66 -1.89  0.065
H1 1.97 -1.32 1.51  0.042
H2 -1.72 -1.54 2.03  0.064
H3 -0.33 -2.05 0.90  0.046
H4 -2.20 2.77 -0.50  0.060
H5 -0.86 2.24 -1.66  0.040
H6 1.75 -1.11 0.02  -0.059

Summary:
DFT total energy   -344.48745 Eh
HOMO level   -9.253 eV
Energy relative to the best compared isomer or geometry (same formula, charge and spin)   300.5 kJ/mol
LUMO   0.21 eV
Total charge   0
Spin multiplicity   1



# 2
# C53H136O37S7

A 15-piece molecular cluster, C53H136O37S7 overall in a non-equilibrium geometry (ωB97M-V with the def2-TZVPD basis set, the Open Molecules 2025 dataset).

Last column: Löwdin charge in e.
Element x y z (Å)
C1 1.72 -5.68 23.65  -0.083
O1 3.13 -5.49 23.81  -0.211
C2 3.44 -4.20 24.31  -0.206
C3 2.80 -3.04 23.57  -0.217
O2 2.82 -3.16 22.15  -0.199
C4 2.05 -2.12 21.58  -0.111
H1 1.55 -6.80 23.51  0.115
H2 1.28 -5.04 22.91  0.075
H3 1.15 -5.42 24.55  0.089
H4 4.48 -4.06 24.38  0.089
H5 3.02 -4.10 25.32  0.128
H6 3.44 -2.21 23.91  0.124
H7 1.72 -2.89 23.87  0.133
H8 2.24 -2.23 20.49  0.102
H9 2.47 -1.19 21.92  0.077
H10 0.98 -2.15 21.86  0.094
C5 9.68 -9.56 24.23  -0.066
O3 10.46 -10.60 23.66  -0.183
C6 11.57 -11.00 24.34  -0.231
C7 12.72 -9.92 24.30  -0.191
O4 13.97 -10.45 24.71  -0.196
C8 14.51 -9.98 25.96  -0.082
H11 10.08 -9.38 25.30  0.099
H12 8.63 -9.86 24.28  0.076
H13 9.85 -8.62 23.72  0.074
H14 11.94 -11.77 23.73  0.105
H15 11.39 -11.43 25.34  0.134
H16 12.45 -9.02 24.96  0.115
H17 12.84 -9.43 23.30  0.131
H18 13.73 -9.79 26.68  0.045
H19 15.11 -9.09 25.82  0.088
H20 15.15 -10.78 26.38  0.090
C9 10.70 -3.40 30.10  -0.110
O5 11.10 -4.17 29.01  -0.191
C10 10.41 -5.44 28.81  -0.136
C11 10.89 -6.10 27.52  -0.181
O6 12.25 -6.45 27.53  -0.174
C12 12.62 -7.63 28.05  -0.151
H21 10.77 -3.88 31.10  0.085
H22 9.67 -3.22 29.99  0.056
H23 11.23 -2.46 30.08  0.092
H24 9.41 -5.12 28.65  0.098
H25 10.53 -6.12 29.65  0.123
H26 10.88 -5.45 26.66  0.110
H27 10.16 -6.91 27.28  0.128
H28 12.07 -7.89 28.97  0.094
H29 13.64 -7.54 28.35  0.095
H30 12.40 -8.46 27.34  0.072
C13 3.43 1.38 31.59  -0.135
O7 4.09 0.18 31.63  -0.212
C14 5.39 0.36 32.16  -0.215
C15 6.20 -0.79 31.76  -0.214
O8 5.66 -2.07 32.04  -0.158
C16 6.65 -3.00 31.73  -0.117
H31 3.73 1.94 30.68  0.097
H32 3.58 1.97 32.52  0.101
H33 2.38 1.04 31.49  0.095
H34 5.25 0.40 33.22  0.129
H35 5.78 1.27 31.74  0.124
H36 7.18 -0.61 32.21  0.132
H37 6.30 -0.67 30.64  0.135
H38 6.91 -2.95 30.66  0.093
H39 6.17 -4.00 31.88  0.087
H40 7.50 -3.03 32.38  0.079
C17 8.43 -2.03 27.58  -0.151
O9 7.86 -3.29 27.47  -0.170
C18 7.93 -3.96 26.17  -0.153
C19 7.31 -5.30 26.33  -0.228
O10 5.96 -5.12 26.59  -0.161
C20 5.17 -6.32 26.79  -0.066
H41 9.59 -2.04 27.66  0.100
H42 8.04 -1.56 28.47  0.080
H43 8.29 -1.38 26.68  0.067
H44 8.98 -4.19 25.91  0.113
H45 7.54 -3.33 25.42  0.092
H46 7.78 -5.82 27.16  0.107
H47 7.50 -5.80 25.40  0.112
H48 4.29 -5.91 27.31  0.091
H49 5.64 -7.11 27.34  0.063
H50 4.83 -6.69 25.80  0.062
C21 3.86 -6.57 32.79  -0.108
O11 4.18 -5.42 32.06  -0.194
C22 3.35 -5.24 30.93  -0.207
C23 2.98 -3.77 30.86  -0.214
O12 1.90 -3.55 31.70  -0.174
C24 1.52 -2.23 31.98  -0.089
H51 2.83 -6.49 33.17  0.093
H52 4.57 -6.63 33.58  0.077
H53 4.00 -7.52 32.17  0.095
H54 2.50 -5.92 30.79  0.132
H55 3.98 -5.50 30.02  0.127
H56 2.65 -3.70 29.80  0.126
H57 3.87 -3.23 31.11  0.104
H58 2.49 -1.70 32.30  0.109
H59 0.83 -2.35 32.74  0.063
H60 1.10 -1.70 31.15  0.076
C25 7.95 -8.83 28.43  -0.061
O13 7.36 -7.54 28.77  -0.223
C26 6.97 -7.38 30.14  -0.173
C27 6.22 -8.56 30.64  -0.262
O14 4.96 -8.50 30.08  -0.181
C28 4.36 -9.77 30.02  -0.100
H61 7.14 -9.61 28.49  0.087
H62 8.69 -9.08 29.17  0.089
H63 8.30 -8.83 27.43  0.067
H64 6.43 -6.41 30.25  0.140
H65 7.84 -7.28 30.77  0.115
H66 6.16 -8.52 31.76  0.142
H67 6.78 -9.47 30.35  0.113
H68 3.29 -9.82 29.81  0.094
H69 4.38 -10.29 30.95  0.076
H70 4.94 -10.43 29.38  0.079
C29 9.99 1.68 33.41  -0.098
O15 10.54 1.07 32.28  -0.182
C30 11.93 0.91 32.22  -0.206
C31 12.37 -0.26 33.06  -0.246
O16 11.77 -1.45 32.70  -0.176
C32 12.13 -2.49 33.51  -0.134
H71 8.92 1.77 33.36  0.077
H72 10.41 2.68 33.53  0.098
H73 10.17 1.08 34.26  0.066
H74 12.52 1.81 32.33  0.132
H75 12.10 0.68 31.18  0.113
H76 12.14 -0.02 34.11  0.119
H77 13.55 -0.38 33.03  0.162
H78 13.20 -2.39 33.70  0.084
H79 11.94 -3.45 32.99  0.087
H80 11.55 -2.51 34.44  0.095
O17 10.48 -2.43 25.06  -0.275
S1 11.78 -2.39 24.43  0.610
O18 12.08 -1.45 23.35  -0.319
O19 12.93 -2.04 25.43  -0.263
C33 12.90 -2.63 26.79  -0.235
C34 14.14 -2.16 27.41  -0.073
C35 12.29 -4.04 23.70  -0.062
H81 12.83 -3.74 26.81  0.126
H82 12.09 -2.10 27.30  0.099
H83 14.21 -1.09 27.49  0.075
H84 15.02 -2.49 26.85  0.095
H85 14.28 -2.53 28.42  0.093
H86 12.44 -4.73 24.59  0.078
H87 13.11 -3.94 23.03  0.059
H88 11.42 -4.44 23.17  0.028
O20 11.85 3.18 29.65  -0.280
S2 11.07 2.83 28.52  0.607
O21 10.99 3.69 27.33  -0.298
O22 11.67 1.40 28.11  -0.234
C36 11.34 0.88 26.78  -0.257
C37 12.29 1.42 25.80  -0.066
C38 9.40 2.60 29.05  -0.109
H89 10.33 1.07 26.51  0.088
H90 11.54 -0.14 26.83  0.078
H91 12.13 2.47 25.59  0.074
H92 12.06 0.82 24.90  0.072
H93 13.31 1.26 26.16  0.099
H94 8.94 3.57 29.25  0.086
H95 9.42 2.01 29.93  0.049
H96 8.84 2.07 28.25  0.041
O23 5.74 -9.62 25.71  -0.306
S3 5.07 -10.90 25.86  0.549
O24 5.38 -11.77 26.93  -0.265
O25 3.54 -10.59 25.94  -0.252
C39 3.05 -9.29 25.44  -0.200
C40 2.75 -8.39 26.68  -0.052
C41 5.22 -11.71 24.32  -0.113
H97 2.23 -9.63 24.83  0.125
H98 3.82 -8.76 24.92  0.060
H99 3.63 -8.26 27.41  0.087
H100 1.92 -8.82 27.32  0.093
H101 2.47 -7.42 26.35  0.045
H102 4.63 -11.20 23.59  0.038
H103 4.91 -12.76 24.43  0.081
H104 6.30 -11.70 24.06  0.093
O26 4.08 -9.09 22.53  -0.284
S4 5.37 -8.58 22.14  0.548
O27 6.48 -9.44 21.98  -0.263
O28 5.21 -7.87 20.75  -0.239
C42 4.00 -7.13 20.56  -0.268
C43 4.33 -5.96 19.71  -0.059
C44 5.83 -7.29 23.24  -0.100
H105 3.73 -6.78 21.55  0.088
H106 3.17 -7.76 20.10  0.154
H107 5.05 -5.29 20.22  0.085
H108 3.41 -5.42 19.46  0.095
H109 4.74 -6.27 18.79  0.067
H110 6.10 -7.82 24.18  0.067
H111 5.00 -6.57 23.35  0.065
H112 6.75 -6.86 22.89  0.039
O29 10.30 -4.69 20.91  -0.293
S5 9.18 -5.57 21.27  0.549
O30 9.11 -6.02 22.63  -0.284
O31 7.79 -4.97 20.84  -0.254
C45 7.54 -3.68 21.47  -0.188
C46 6.85 -3.81 22.84  -0.027
C47 9.22 -6.89 20.21  -0.119
H113 6.86 -3.29 20.78  0.108
H114 8.46 -3.11 21.43  0.094
H115 5.83 -3.96 22.73  0.043
H116 7.00 -2.96 23.44  0.055
H117 7.26 -4.61 23.45  0.054
H118 8.52 -7.68 20.61  0.099
H119 10.27 -7.22 20.37  0.100
H120 8.98 -6.65 19.22  0.061
O32 6.04 1.53 28.30  -0.263
S6 6.39 0.89 27.08  0.594
O33 7.84 0.80 26.80  -0.329
O34 5.96 -0.61 27.17  -0.283
C48 4.82 -0.98 28.01  -0.218
C49 3.70 -1.13 27.04  -0.068
C50 5.62 1.50 25.61  -0.087
H121 4.75 -0.34 28.88  0.093
H122 5.06 -2.02 28.42  0.151
H123 4.08 -1.76 26.20  0.083
H124 3.31 -0.17 26.67  0.073
H125 2.88 -1.73 27.53  0.097
H126 5.94 0.88 24.83  0.055
H127 6.01 2.51 25.59  0.078
H128 4.54 1.70 25.70  0.082
O35 7.53 1.74 22.36  -0.241
S7 8.40 0.66 22.43  0.531
O36 7.77 -0.62 22.43  -0.278
O37 9.41 0.74 21.24  -0.254
C51 9.92 -0.48 20.68  -0.264
C52 11.14 -0.06 19.87  -0.046
C53 9.57 0.72 23.76  -0.099
H129 9.20 -1.11 20.13  0.127
H130 10.27 -1.11 21.52  0.097
H131 11.70 0.67 20.49  0.103
H132 10.87 0.30 18.89  0.072
H133 11.71 -0.96 19.82  0.069
H134 9.18 0.30 24.65  0.045
H135 9.84 1.75 23.87  0.079
H136 10.47 0.22 23.41  0.038

Summary:
DFT total energy   -7671.59166 Eh
HOMO level   -9.049 eV
LUMO   0.24 eV
Total charge   0
Spin multiplicity   1



# 3
# C2H5N4S

A 2-piece molecular cluster, C2H5N4S overall in a non-equilibrium geometry (ωB97M-V with the def2-TZVPD basis set, the Open Molecules 2025 dataset).

Last column: Löwdin charge in e.
Element x y z (Å)
C1 0.72 0.26 -0.06  -0.371
C2 -0.04 -0.96 0.43  -0.136
N1 4.16 -0.02 0.34  -0.552
N2 3.74 2.26 -0.22  0.050
N3 0.73 1.36 0.57  0.089
N4 3.98 1.13 -0.03  -0.364
S1 3.49 -1.47 -0.13  0.180
H1 1.38 -0.11 -0.79  -0.001
H2 -0.78 -1.34 -0.36  0.073
H3 -0.75 -0.61 1.35  0.104
H4 0.73 -1.60 0.75  -0.013
H5 1.41 1.97 0.31  -0.058

Summary:
DFT total energy   -696.34759 Eh
HOMO level   -2.849 eV
Energy relative to the best compared isomer or geometry (same formula, charge and spin)   17.8 kJ/mol
LUMO   4.02 eV
Total charge   -1
Spin multiplicity   1



# 4
# H22O11

A 11-piece molecular cluster, H22O11 overall in a non-equilibrium geometry (ωB97M-V with the def2-TZVPD basis set, the Open Molecules 2025 dataset).

Last column: Löwdin charge in e.
Element x y z (Å)
O1 -3.05 0.01 0.49  -0.019
H1 -3.55 -0.74 0.17  0.093
H2 -3.51 0.28 1.29  0.094
O2 -0.15 -4.04 0.42  -0.052
H3 -0.10 -3.17 0.82  -0.023
H4 0.55 -4.05 -0.23  0.031
O3 -2.38 -0.79 -2.52  -0.034
H5 -1.84 -0.65 -1.74  -0.019
H6 -2.21 -0.02 -3.06  0.034
O4 1.14 0.33 2.67  -0.043
H7 0.85 0.56 1.79  -0.004
H8 1.37 1.17 3.07  0.060
O5 -1.93 2.12 -0.81  -0.040
H9 -2.75 2.59 -0.95  0.065
H10 -2.19 1.28 -0.45  -0.021
O6 3.32 -1.07 0.63  -0.035
H11 3.87 -1.02 1.42  0.045
H12 2.49 -0.68 0.90  0.001
O7 -0.32 -1.87 2.59  -0.059
H13 0.18 -1.20 3.05  -0.002
H14 -0.58 -1.45 1.77  -0.028
O8 0.34 2.53 -2.39  -0.056
H15 -0.56 2.45 -2.06  -0.028
H16 0.45 1.79 -2.98  0.032
O9 -0.49 -0.65 0.01  -0.030
H17 -1.40 -0.47 0.23  -0.014
H18 -0.10 0.21 -0.12  0.024
O10 1.37 2.09 0.36  -0.033
H19 0.86 2.89 0.20  0.049
H20 2.23 2.41 0.64  0.060
O11 2.63 -0.29 -2.13  -0.053
H21 3.46 -0.49 -1.70  0.017
H22 2.04 -0.05 -1.41  -0.011

Summary:
DFT total energy   -840.82460 Eh
HOMO level   -10.507 eV
Energy relative to the best compared isomer or geometry (same formula, charge and spin)   145.8 kJ/mol
LUMO   -0.33 eV
Structure (SMILES)   O.O.O.O.O.O.O.O.O.O.O
Total charge   0
Spin multiplicity   1



| no. | HOMO-LUMO gap (eV) |
| --- | --- |
| 1 | 9.47 |
| 2 | 9.29 |
| 3 | 6.87 |
| 4 | 10.18 |